## 1
Computed, not measured: a structure of composition C5H11N3, with the ωB97M-V functional and the def2-TZVPD basis.

Computed properties:
Net charge   0
Molar mass   113.2 g/mol
Orbital gap   9.154 eV

Last column: Löwdin charge in e.
Geometry (Å):
1 N 2.218 -0.587 0.276  -0.061
2 N 0.480 1.858 -0.590  0.069
3 N -2.205 -0.136 0.298  0.081
4 C 0.937 -0.404 -0.252  -0.502
5 C -1.002 0.250 0.721  -0.290
6 C 0.396 0.822 0.441  -0.343
7 C -1.307 -0.497 -0.507  -0.336
8 C -0.188 -1.460 -0.441  -0.101
9 H 0.830 0.733 1.646  0.183
10 H -0.970 0.360 -1.321  0.190
11 H 2.507 -0.490 1.590  0.211
12 H -0.837 -0.379 1.540  0.112
13 H 1.269 2.249 -0.864  0.011
14 H -2.833 0.563 0.018  0.120
15 H 1.219 -0.041 -1.340  0.168
16 H -0.069 -1.979 -1.417  0.116
17 H 0.043 2.553 0.128  0.134
18 H 2.578 -1.634 -0.027  0.125
19 H -0.211 -2.145 0.382  0.112

## 2
Computed, not measured: a structure of composition C5H11N3, with the ωB97M-V functional and the def2-TZVPD basis.

Computed properties:
Net charge   0
Molar mass   113.2 g/mol
Orbital gap   8.661 eV

Last column: Löwdin charge in e.
Geometry (Å):
1 N 0.519 0.849 0.078  0.112
2 N 1.134 -1.353 -0.397  0.066
3 N -1.355 1.909 0.059  0.113
4 C -0.922 0.786 -0.100  -0.458
5 C 2.835 0.213 0.171  -0.086
6 C -1.602 -0.464 -0.551  -0.338
7 C 1.344 -0.190 0.017  -0.645
8 C -1.983 -1.419 0.641  -0.137
9 H -2.304 2.378 -0.396  0.157
10 H -1.498 -0.662 1.751  0.143
11 H 3.226 -0.928 0.517  0.098
12 H 2.988 0.747 -1.058  0.154
13 H 3.016 1.443 1.087  0.175
14 H 0.580 1.748 0.336  0.067
15 H -3.611 -1.535 0.439  0.175
16 H -0.985 -2.937 0.198  0.195
17 H -2.542 -0.493 -1.039  0.062
18 H -0.950 -1.055 -1.082  0.014
19 H 1.960 -2.102 0.000  0.134

## 3
Computed, not measured: an isolated molecule of C5H11N3, with the ωB97M-V functional and the def2-TZVPD basis.

Computed properties:
Net charge   0
SMILES   C=CN(N)/C=N/CC
Molar mass   113.2 g/mol
Orbital gap   8.959 eV

Last column: Löwdin charge in e.
Geometry (Å):
1 N 0.872 0.148 -0.467  0.026
2 N -2.242 -1.417 0.345  0.045
3 N -1.285 -0.453 -0.038  -0.193
4 C 0.032 -0.739 -0.210  -0.243
5 C -1.152 2.093 -0.048  -0.003
6 C -1.804 0.919 0.055  -0.135
7 C 2.953 0.218 0.700  -0.106
8 C 2.231 -0.418 -0.523  -0.296
9 H 2.958 1.309 0.513  0.076
10 H 2.264 -0.020 1.504  0.056
11 H 3.916 -0.235 0.989  0.067
12 H -2.805 -1.767 -0.444  0.095
13 H -1.639 -2.175 0.646  0.068
14 H -1.856 2.921 0.131  0.050
15 H 0.172 -1.835 -0.075  0.136
16 H 2.772 -0.129 -1.480  0.112
17 H -2.922 0.847 0.234  0.114
18 H 2.276 -1.553 -0.498  0.104
19 H -0.108 2.256 -0.242  0.027

## 4
Computed, not measured: a structure of composition C5H11N3, with the ωB97M-V functional and the def2-TZVPD basis.

Computed properties:
Net charge   0
Molar mass   113.2 g/mol
Orbital gap   9.692 eV

Last column: Löwdin charge in e.
Geometry (Å):
1 N -0.146 -0.843 -2.391  -0.044
2 N -0.035 0.516 0.627  -0.210
3 N 1.178 0.689 1.316  -0.014
4 C -0.814 -1.556 1.341  -0.048
5 C -0.138 1.084 -0.773  -0.089
6 C 1.460 1.980 1.358  -0.067
7 C -0.685 -0.444 -1.097  -0.338
8 C -0.093 -0.836 0.222  -0.444
9 H -1.835 -0.378 -1.399  0.169
10 H 0.677 1.503 -1.402  0.107
11 H -0.947 1.909 -0.606  0.112
12 H 0.883 -1.330 -0.024  0.148
13 H -1.765 -1.145 1.460  0.036
14 H -0.178 -1.037 2.355  0.147
15 H -0.754 -1.655 -3.047  0.174
16 H -0.557 -2.676 1.379  0.090
17 H 0.862 -0.990 -2.303  0.051
18 H 0.517 2.904 1.049  0.164
19 H 2.370 2.304 1.935  0.054

3 (3.279 eV below the next structure)

## 1
Computed, not measured: the ion C6H17N2 with charge +1, with the ωB97M-V functional and the def2-TZVPD basis.

Computed properties:
Net charge   +1
SMILES   CC(C)N(C)CC[NH3+]
Molar mass   117.2 g/mol
Orbital gap   8.947 eV

Last column: Löwdin charge in e.
Geometry (Å):
1 N -0.178 -0.033 -0.400  -0.178
2 N -1.198 2.577 0.102  0.205
3 C 1.854 -1.060 -1.344  -0.052
4 C -1.627 -0.328 -0.222  -0.088
5 C 0.438 0.694 0.679  -0.198
6 C -0.365 1.928 1.142  -0.140
7 C 0.449 -1.343 -0.762  -0.412
8 C 0.606 -2.305 0.440  -0.064
9 H 1.485 -1.920 0.996  0.087
10 H -0.727 1.816 2.199  0.155
11 H -2.246 0.245 -0.919  0.075
12 H 2.218 -0.062 -1.078  0.065
13 H 1.758 -1.152 -2.453  0.091
14 H -0.399 -2.506 0.818  0.077
15 H 0.607 0.051 1.555  0.123
16 H -0.133 -1.920 -1.519  0.147
17 H 1.460 1.032 0.437  0.121
18 H 2.586 -1.844 -1.156  0.079
19 H -1.849 3.235 0.527  0.181
20 H -2.152 -0.052 0.734  0.108
21 H 1.126 -3.248 0.166  0.096
22 H 0.393 2.653 1.422  0.123
23 H -1.651 1.885 -0.529  0.133
24 H -1.832 -1.395 -0.235  0.085
25 H -0.620 3.052 -0.596  0.184

## 2
Computed, not measured: the ion C6H17N2 with charge +1, with the ωB97M-V functional and the def2-TZVPD basis.

Computed properties:
Net charge   +1
SMILES   CCN(CC)CC[NH3+]
Molar mass   117.2 g/mol
Orbital gap   9.423 eV

Last column: Löwdin charge in e.
Geometry (Å):
1 N -0.832 2.276 0.041  0.152
2 N -0.073 -0.249 0.224  -0.178
3 C 2.176 -0.522 0.929  -0.115
4 C -1.445 0.102 0.775  -0.203
5 C -0.085 -1.373 -0.847  -0.237
6 C 0.777 -0.642 1.418  -0.287
7 C 0.595 -0.763 -2.064  -0.129
8 C -1.882 1.127 -0.172  -0.111
9 H 1.736 -0.814 -1.865  0.082
10 H -2.006 1.005 -1.191  0.109
11 H 0.182 0.244 -2.532  0.102
12 H 2.937 -1.234 1.557  0.135
13 H 0.701 -1.668 1.797  0.116
14 H -1.987 -0.815 0.660  0.107
15 H -1.526 0.088 1.989  0.192
16 H 0.081 -1.557 -2.712  0.093
17 H 2.309 -0.725 -0.211  0.070
18 H -1.266 3.250 0.128  0.191
19 H -0.300 2.211 0.995  0.196
20 H -1.037 -1.675 -1.262  0.100
21 H -0.020 2.144 -0.643  0.178
22 H 2.621 0.473 1.101  0.065
23 H 0.550 -0.142 2.326  0.089
24 H -2.819 1.537 0.136  0.121
25 H 0.614 -2.278 -0.577  0.162

## 3
Computed, not measured: the ion C6H17N2 with charge +1, with the ωB97M-V functional and the def2-TZVPD basis.

Computed properties:
Net charge   +1
SMILES   C[NH2+]CCNC(C)C
Molar mass   117.2 g/mol
Orbital gap   10.068 eV

Last column: Löwdin charge in e.
Geometry (Å):
1 N -1.240 -1.909 0.443  -0.016
2 N 0.493 0.279 0.428  -0.053
3 C -0.939 0.583 0.189  -0.233
4 C 1.348 0.708 -0.839  -0.454
5 C 2.809 0.474 -0.616  -0.064
6 C -1.879 -2.085 1.831  0.001
7 C 1.145 2.222 -0.975  -0.099
8 C -1.679 -0.685 -0.339  -0.140
9 H -1.356 -1.413 2.539  0.102
10 H -2.956 -1.821 1.989  0.124
11 H -1.348 -0.727 -1.412  0.122
12 H -1.633 -3.025 2.226  0.073
13 H 3.022 -0.595 -0.643  0.077
14 H 1.583 2.744 -0.055  0.116
15 H -0.193 -1.895 0.508  0.164
16 H -1.553 -2.809 -0.140  0.230
17 H 0.726 1.002 1.169  0.125
18 H 3.093 0.895 -1.687  0.134
19 H 1.707 2.457 -1.830  0.057
20 H -2.839 -0.641 -0.631  0.179
21 H 3.045 1.078 0.277  0.095
22 H 0.850 0.335 -1.805  0.158
23 H -1.340 0.961 1.158  0.133
24 H 0.079 2.585 -1.136  0.092
25 H -0.944 1.285 -0.647  0.079

## 4
Computed, not measured: a cluster of 2 separate species, C6H17N2 in total, with the ωB97M-V functional and the def2-TZVPD basis.

Computed properties:
Net charge   +1
Molar mass   117.2 g/mol
Orbital gap   6.172 eV

Last column: Löwdin charge in e.
Geometry (Å):
1 N 1.062 0.527 1.275  0.106
2 N -0.871 -0.637 0.117  0.231
3 C -2.427 0.492 -1.251  -0.014
4 C 2.135 0.958 0.388  -0.240
5 C -1.943 0.236 0.179  -0.468
6 C 2.393 -0.883 -1.359  -0.080
7 C -3.069 -0.269 1.127  -0.021
8 C 3.014 -0.114 -0.189  -0.245
9 H 2.509 -0.353 -2.295  0.082
10 H 2.613 1.766 0.963  0.149
11 H -3.516 -1.177 0.733  0.095
12 H 1.317 -0.092 2.044  0.116
13 H 4.004 0.280 -0.441  0.119
14 H 0.299 0.024 0.718  0.009
15 H 3.248 -0.804 0.632  0.111
16 H 1.582 1.499 -0.385  0.126
17 H -2.604 -0.533 2.084  0.089
18 H -2.733 -0.462 -1.675  0.096
19 H -1.680 0.987 -1.860  0.088
20 H -0.924 -1.353 0.856  0.127
21 H 2.878 -1.854 -1.358  0.081
22 H -3.303 1.142 -1.246  0.100
23 H -3.777 0.521 1.342  0.094
24 H 1.338 -1.023 -1.140  0.042
25 H -1.547 1.121 0.743  0.206

1 (0.133 eV below the next structure)